Molecular formula: C4H12
Method: DFT, ωB97M-V with the def2-TZVPD basis set

Its SMILES is CC.CC. The total energy comes out at -159.57184 Ha. The LUMO energy comes out at 1.092 eV. The HOMO-LUMO gap is 0.457 Ha.

Last column: Mulliken charge in e.
Cartesian coordinates (Å):
C  -1.391  -0.952  -1.755  -0.76
C  0.059  -1.184  -2.217  -0.82
H  -1.769  -0.088  -2.283  0.26
H  -1.987  -1.845  -1.963  0.29
H  -1.466  -0.850  -0.675  0.22
H  0.613  -0.310  -1.865  0.21
H  0.188  -1.322  -3.284  0.32
H  0.528  -2.030  -1.714  0.28
C  0.655  0.352  2.237  -0.78
C  0.691  1.794  1.729  -0.79
H  -0.383  0.048  2.404  0.24
H  0.884  -0.408  1.482  0.22
H  1.257  0.228  3.130  0.31
H  1.062  2.461  2.498  0.30
H  1.349  1.816  0.849  0.23
H  -0.238  2.120  1.265  0.27